No. 1
{"formula": "C34H36N2O7RbSTe", "method": "the ωB97M-V functional and the def2-TZVPD basis", "symbols": ["Rb", "O", "C", "C", "C", "N", "C", "C", "C", "O", "O", "C", "O", "O", "H", "H", "H", "C", "C", "C", "C", "C", "C", "Te", "N", "C", "O", "C", "C", "C", "C", "C", "C", "C", "C", "C", "C", "C", "C", "C", "C", "C", "C", "C", "C", "H", "H", "H", "H", "H", "H", "H", "H", "H", "H", "H", "H", "H", "H", "H", "H", "H", "H", "H", "H", "H", "H", "H", "H", "H", "H", "H", "C", "S", "C", "O", "H", "H", "H", "H", "H", "H"], "xyz": [[1.63604, 1.58236, -2.51443], [1.22283, 6.43284, -2.59596], [1.32870, 5.31031, -3.37485], [2.55719, 4.73044, -3.65341], [2.58080, 3.56191, -4.40436], [1.47216, 2.98372, -4.86630], [0.29536, 3.55334, -4.60865], [0.17758, 4.73374, -3.88332], [-0.98275, 2.77356, -4.98230], [-1.85933, 3.39614, -5.60597], [-1.00031, 1.59402, -4.55452], [3.91281, 2.79134, -4.53150], [4.90378, 3.43452, -4.91385], [3.85481, 1.58976, -4.16378], [2.04973, 6.52381, -2.10987], [3.48550, 5.14350, -3.27579], [-0.79735, 5.15310, -3.67697], [-1.75693, -5.81206, 4.66954], [-1.31252, -4.68589, 3.77248], [-1.56651, -4.70483, 2.40902], [-1.17820, -3.65795, 1.57670], [-1.48703, -3.77749, 0.10883], [-0.51440, -2.53206, 2.10562], [0.24384, -0.84102, 0.81374], [0.61987, 1.29189, -0.02639], [1.37081, 2.26346, 0.37481], [1.75140, 3.22676, -0.33781], [1.82796, 2.22466, 1.82027], [2.84055, 1.35172, 2.20667], [3.26191, 1.31574, 3.52810], [2.66676, 2.14005, 4.47345], [1.65501, 3.00952, 4.08944], [1.24263, 3.05669, 2.76544], [-1.73445, -0.36233, 0.20616], [-2.10240, -0.39987, -1.14177], [-1.18757, -0.75752, -2.27963], [-3.41275, -0.07331, -1.49023], [-4.35717, 0.29287, -0.54774], [-5.74919, 0.68729, -0.96310], [-3.96497, 0.34967, 0.78403], [-2.66671, 0.04372, 1.17122], [-2.28493, 0.18967, 2.62092], [-0.24510, -2.52463, 3.48277], [0.45467, -1.37408, 4.16928], [-0.64455, -3.58811, 4.28942], [-2.01268, -6.69808, 4.08712], [-2.63916, -5.52773, 5.24924], [-0.97408, -6.08519, 5.37974], [-2.07256, -5.56418, 1.97710], [-1.66675, -4.81958, -0.16419], [-0.66375, -3.38693, -0.49057], [-2.37200, -3.19555, -0.15038], [3.28376, 0.69882, 1.46276], [4.05184, 0.63462, 3.82308], [2.98836, 2.10328, 5.50781], [1.18451, 3.65305, 4.82397], [0.45871, 3.73677, 2.45474], [-0.16375, -0.93965, -1.95072], [-1.18859, 0.04441, -3.02579], [-1.54711, -1.66743, -2.77034], [-3.68078, -0.07800, -2.54172], [-6.01752, 0.22753, -1.91428], [-5.81896, 1.77011, -1.09115], [-6.48455, 0.39030, -0.21329], [-4.68158, 0.66366, 1.53751], [-3.05183, 0.73964, 3.16901], [-1.33742, 0.72595, 2.70612], [-2.15386, -0.78539, 3.09683], [0.78366, -0.61142, 3.46668], [1.32753, -1.72844, 4.72325], [-0.21528, -0.89767, 4.89007], [-0.42361, -3.55082, 5.35371], [2.80656, -1.34551, -3.74860], [3.64519, -1.64537, -2.18606], [2.86346, -3.25111, -1.82806], [3.05992, -0.72283, -1.19102], [3.04884, -2.15350, -4.43969], [3.17211, -0.39058, -4.13983], [1.73170, -1.31548, -3.56798], [3.23172, -4.00087, -2.52880], [1.78102, -3.14814, -1.89109], [3.13935, -3.51964, -0.81051]], "multiplicity": 2, "de_lowest_kcal_mol": 0.0, "orbital_gap_ev": [6.20, 6.44], "total_charge": -2, "homo_energy_ev": [-2.61, -2.85]}

---

No. 2
{"formula": "C5H10O", "method": "the ωB97M-V functional and the def2-TZVPD basis", "symbols": ["C", "C", "C", "C", "O", "C", "H", "H", "H", "H", "H", "H", "H", "H", "H", "H"], "xyz": [[-1.05274, 0.66196, -1.86229], [-0.75815, -0.39535, -0.83941], [0.60741, -0.48990, -0.27236], [1.19255, -0.44334, 2.68265], [1.64317, 0.70897, 2.27849], [-0.62515, 0.01600, 0.59349], [-0.73525, 0.33981, -2.85935], [-0.52029, 1.59172, -1.62402], [-2.12367, 0.88716, -1.88302], [-1.25375, -1.34695, -1.00336], [1.35482, 0.22166, -0.63769], [1.01545, -1.48686, -0.09287], [1.23233, -1.37038, 2.05094], [1.93569, 0.67577, 1.34924], [-1.08522, -0.64487, 1.33199], [-0.82720, 1.07461, 0.78756]], "de_lowest_kcal_mol": 111.2, "orbital_gap_ev": 8.69, "homo_energy_ev": -7.89}

---

No. 3
{"formula": "C2H10N2", "method": "the ωB97M-V functional and the def2-TZVPD basis", "symbols": ["C", "N", "H", "H", "H", "H", "H", "C", "N", "H", "H", "H", "H", "H"], "xyz": [[2.42972, -1.12374, 0.95619], [1.88163, -0.27132, 1.98927], [1.67122, -1.49379, 0.25432], [3.03651, -1.88410, 1.49989], [3.18328, -0.52512, 0.33704], [1.49701, 0.65471, 1.60901], [1.18714, -0.62601, 2.58910], [-1.94427, 1.27444, -1.35857], [-2.23630, -0.08375, -1.35876], [-2.83312, 1.94650, -1.03044], [-1.70935, 1.65979, -2.33160], [-1.08739, 1.45469, -0.70367], [-2.90805, -0.48206, -2.05095], [-2.16803, -0.50024, -0.40084]], "de_lowest_kcal_mol": 26.2, "orbital_gap_ev": 9.56, "homo_energy_ev": -8.68}

---

No. 4
{"formula": "C33H60F14N3O7S", "method": "the ωB97M-V functional and the def2-TZVPD basis", "symbols": ["C", "C", "O", "C", "C", "O", "C", "C", "O", "C", "C", "N", "C", "C", "C", "F", "F", "C", "F", "F", "C", "F", "F", "C", "F", "F", "S", "F", "F", "F", "F", "F", "C", "O", "C", "C", "N", "C", "C", "C", "O", "O", "C", "C", "C", "C", "F", "H", "H", "H", "H", "H", "H", "H", "H", "H", "H", "H", "H", "H", "H", "H", "H", "H", "H", "H", "H", "H", "H", "H", "H", "H", "H", "H", "H", "H", "H", "H", "H", "H", "H", "H", "H", "H", "H", "H", "H", "H", "H", "C", "C", "C", "C", "C", "C", "N", "O", "C", "C", "C", "H", "H", "H", "H", "H", "H", "H", "H", "H", "H", "H", "H", "H", "H", "H", "H", "H", "H"], "xyz": [[3.58524, -7.29382, -0.72725], [3.17589, -5.73555, -0.70750], [1.92309, -5.45284, -1.35425], [0.80884, -6.02889, -0.63333], [0.60056, -5.36510, 0.82138], [-0.71561, -4.82289, 0.99926], [-0.89091, -4.35995, 2.36842], [-0.70006, -2.77232, 2.49988], [-1.84813, -2.14010, 1.92231], [-1.67045, -0.70559, 1.81969], [-2.67700, -0.21204, 0.67499], [-4.03584, -0.72235, 1.10544], [-2.81700, 1.36625, 0.58304], [-1.45618, 2.12843, 0.23614], [-1.57814, 2.89328, -1.17603], [-2.65910, 3.79617, -1.02481], [-1.80042, 1.90308, -2.13920], [-0.22116, 3.70749, -1.35837], [0.86246, 3.07675, -0.76144], [-0.40634, 4.91815, -0.63953], [0.07401, 4.16075, -2.89077], [-1.18358, 4.32708, -3.46832], [0.62817, 5.45688, -2.77182], [1.03695, 3.13665, -3.61950], [2.33731, 3.42338, -3.14767], [0.81989, 1.79797, -3.26702], [1.10032, 3.22239, -5.50528], [1.58621, 1.59622, -5.54230], [-0.46230, 2.68012, -5.69526], [0.68659, 4.83112, -5.56015], [2.75192, 3.59872, -5.44889], [1.23316, 3.26036, -7.17709], [-2.39086, -0.92369, -0.74099], [-3.41371, -0.47421, -1.63325], [-3.40495, -1.19859, -2.87312], [-4.30674, -2.54043, -2.83792], [-4.44628, -2.96738, -4.26427], [-3.21695, -3.66250, -4.72620], [-2.31653, -2.83205, -5.74802], [-2.95120, -1.45814, -6.25294], [-2.00909, -3.66947, -6.90677], [-1.04945, -0.73605, -1.22481], [-0.35303, -2.01405, -1.22569], [1.19779, -1.87338, -1.53251], [1.88057, -1.08984, -0.32467], [3.13550, -1.82721, 0.32171], [2.21688, 0.23616, -0.72240], [2.93839, -7.87767, -1.46277], [4.68228, -7.35914, -1.03668], [3.54031, -7.73770, 0.32258], [3.27244, -5.31455, 0.34251], [3.97775, -5.20274, -1.32757], [-0.12124, -5.78612, -1.25423], [0.87478, -7.17055, -0.57653], [1.32862, -4.48172, 0.85712], [0.88289, -6.17196, 1.57572], [-1.92604, -4.68841, 2.72237], [-0.13383, -4.93243, 3.00250], [0.25317, -2.51146, 1.93990], [-0.61904, -2.55907, 3.61258], [-2.01817, -0.26652, 2.81938], [-0.59602, -0.38265, 1.65301], [-4.68108, -0.01696, 0.70655], [-4.25882, -1.60193, 0.62787], [-3.16459, 1.74489, 1.60015], [-3.62777, 1.62769, -0.17400], [-0.64357, 1.32272, 0.18595], [-1.12250, 2.86884, 1.02232], [-2.51264, -2.04970, -0.55036], [-2.36018, -1.39973, -3.28402], [-3.91411, -0.53024, -3.65207], [-3.75109, -3.28537, -2.18519], [-5.30515, -2.21045, -2.39786], [-5.26611, -3.58921, -4.29633], [-3.54893, -4.61117, -5.27876], [-2.54479, -4.00899, -3.87223], [-1.30725, -2.56988, -5.27350], [-2.56472, -0.62414, -5.58076], [-4.07971, -1.45879, -6.32890], [-2.49842, -1.25045, -7.28362], [-1.30977, -3.20571, -7.40215], [-0.44196, -2.53072, -0.20425], [-0.87924, -2.71328, -1.97016], [1.32661, -1.25269, -2.47146], [1.68040, -2.88864, -1.69513], [1.09415, -1.03200, 0.50704], [4.03418, -1.89972, -0.36514], [2.82769, -2.82209, 0.78159], [3.46743, -1.16468, 1.19741], [1.86653, 4.14162, 7.08201], [1.13108, 4.52721, 5.78262], [1.79707, 5.77432, 5.16241], [3.17387, 5.53858, 4.54832], [3.37729, 4.11239, 4.04068], [2.07539, 3.34813, 3.71855], [1.23680, 3.34156, 4.91687], [0.05202, 2.65848, 4.74355], [2.49286, 1.89900, 3.39819], [1.41875, 3.94613, 2.46147], [-0.29578, 4.96036, 6.17359], [1.38985, 3.28296, 7.56123], [1.86087, 4.96745, 7.80559], [2.91016, 3.87606, 6.89746], [1.14216, 6.18320, 4.38581], [1.87906, 6.57131, 5.91284], [3.31846, 6.24952, 3.72750], [3.95366, 5.76950, 5.28166], [4.03644, 4.13537, 3.16545], [3.93428, 3.55679, 4.80378], [2.92330, 1.41216, 4.27856], [3.24959, 1.87646, 2.60540], [1.64745, 1.29502, 3.05729], [2.10957, 3.90275, 1.61145], [1.12925, 4.99251, 2.58527], [0.52457, 3.39059, 2.17143], [-0.26343, 5.81487, 6.85950], [-0.84045, 4.16589, 6.68755], [-0.87531, 5.26595, 5.29811]], "orbital_gap_ev": 1.41, "total_charge": -1, "homo_energy_ev": -1.25}

---

No. 5
{"formula": "C19H25N3O4", "method": "the ωB97M-V functional and the def2-TZVPD basis", "symbols": ["C", "C", "C", "C", "C", "C", "C", "O", "N", "N", "C", "O", "C", "C", "O", "H", "C", "C", "C", "C", "C", "C", "N", "C", "O", "C", "C", "H", "H", "H", "H", "H", "H", "H", "H", "H", "H", "H", "H", "H", "H", "H", "H", "H", "H", "H", "H", "H", "H", "H", "H"], "xyz": [[-0.04278, 2.64523, 6.43114], [-0.49502, 1.33406, 5.79940], [0.34922, 0.15773, 6.28595], [-0.15771, -1.20332, 5.80594], [-0.16054, -1.39183, 4.28817], [1.24316, -1.32135, 3.67610], [1.17379, -1.62569, 2.19400], [1.44687, -2.69158, 1.68761], [0.74746, -0.56513, 1.46563], [0.53789, -0.63266, 0.09856], [0.01371, 0.41963, -0.53269], [-0.28014, 1.45292, 0.10569], [-0.19372, 0.30813, -1.98440], [-0.72542, 1.39661, -2.65246], [-1.05214, 2.51977, -2.04305], [-0.83764, 2.39093, -1.06467], [-0.93274, 1.32193, -4.07356], [-1.45691, 2.41632, -4.77205], [-1.65065, 2.35233, -6.12934], [-1.31724, 1.18364, -6.80846], [-0.79988, 0.09623, -6.14120], [-0.59719, 0.13431, -4.75393], [-0.09347, -0.93416, -4.05410], [0.15008, -0.90539, -2.69046], [0.63197, -1.89877, -2.14816], [0.25869, -2.17292, -4.73455], [1.63745, -2.08780, -5.38077], [1.68809, -1.27363, -6.10031], [1.86246, -3.02164, -5.88855], [2.39011, -1.92050, -4.61462], [-0.51483, -2.41505, -5.46502], [0.27083, -2.95150, -3.96830], [-0.55173, -0.78341, -6.71034], [-1.46263, 1.12496, -7.87688], [-2.05420, 3.19598, -6.66674], [-1.70039, 3.30399, -4.21004], [0.77545, -1.49914, -0.39763], [0.47185, 0.33139, 1.85094], [1.67678, -0.33289, 3.82777], [1.88344, -2.06832, 4.14602], [-0.58527, -2.37263, 4.06297], [-0.80445, -0.64210, 3.82529], [-1.17876, -1.34377, 6.16880], [0.46141, -1.98340, 6.25493], [1.38568, 0.30060, 5.97464], [0.34042, 0.15370, 7.37884], [-0.42364, 1.42344, 4.71409], [-1.54276, 1.15303, 6.05016], [0.99754, 2.84853, 6.18542], [-0.13434, 2.59984, 7.51421], [-0.64814, 3.47333, 6.07001]], "de_lowest_kcal_mol": 11.7, "orbital_gap_ev": 8.55, "homo_energy_ev": -8.63}

---

No. 6
{"formula": "C3H4N2O", "method": "the ωB97M-V functional and the def2-TZVPD basis", "symbols": ["O", "C", "C", "N", "C", "N", "H", "H", "H", "H"], "xyz": [[-2.60156, -0.06130, 0.32097], [-2.25289, 0.29369, -0.87052], [-0.69349, 0.36172, -0.86480], [-0.11533, 0.08790, 0.22684], [1.25710, -0.01127, 0.47186], [1.91417, -1.03737, 0.12911], [-1.78928, -0.18390, 0.90110], [-0.18220, 0.62333, -1.79402], [1.62679, 0.82619, 1.07596], [2.86130, -0.97600, 0.50105]], "de_lowest_kcal_mol": 96.2, "orbital_gap_ev": 8.34, "homo_energy_ev": -9.09}

---

Q: Which formula does entry 4 have?
A: C33H60F14N3O7S